[1]
{"formula": "C3H35NO14", "method": "ωB97M-V/def2-TZVPD", "symbols": ["C", "C", "N", "C", "H", "H", "H", "H", "H", "H", "H", "H", "H", "O", "H", "H", "O", "H", "H", "O", "H", "H", "O", "H", "H", "O", "H", "H", "O", "H", "H", "O", "H", "H", "O", "H", "H", "O", "H", "H", "O", "H", "H", "O", "H", "H", "O", "H", "H", "O", "H", "H", "O"], "xyz": [[-1.3442, 2.2513, -0.7714], [-0.8347, 1.7056, 0.3382], [-0.9785, 2.1690, 1.6243], [-0.0531, 1.6367, 2.6168], [-1.8903, 3.1799, -0.7792], [-1.4205, 1.6478, -1.6516], [-0.2783, 0.7733, 0.3456], [-1.1360, 3.1411, 1.8314], [0.4652, 2.4195, 3.1926], [-0.3626, 1.0365, 3.4825], [0.7295, 1.0665, 2.1288], [0.1354, 4.0630, -0.6880], [0.6334, 5.1002, 0.3356], [-0.0943, 4.5026, 0.1422], [-1.5891, -2.6820, -2.0544], [-1.6930, -3.3618, -3.4435], [-2.0350, -2.6319, -2.9199], [2.0645, 0.2941, 0.6319], [2.3042, -1.1213, 0.3613], [1.9658, -0.5533, 1.0937], [-1.1772, -1.2111, -0.3826], [-2.2860, -1.6076, 0.4695], [-1.7420, -1.9875, -0.2543], [-2.7512, -1.1368, 2.8379], [-2.8908, -2.7949, 2.6818], [-2.8471, -1.9264, 2.2925], [3.6477, 0.7269, -1.7762], [2.1999, 0.3748, -2.2867], [2.7045, 0.8682, -1.6102], [0.7818, -0.9642, 4.0563], [0.2609, -1.6984, 2.8654], [0.0326, -1.5007, 3.7789], [-0.7212, -3.5316, 0.6784], [0.5739, -3.1490, 1.5988], [0.2351, -3.5036, 0.7819], [-1.9222, -0.8795, -2.8711], [-1.9710, 0.4042, -2.3304], [-1.6678, 0.0272, -3.1754], [1.5014, -1.8502, -1.3285], [1.6486, -3.2663, -0.5460], [2.0864, -2.4543, -0.8392], [0.1840, -0.5366, -2.9143], [1.3687, -1.3885, -3.6426], [1.0628, -0.9452, -2.8503], [1.5308, 3.2863, -2.7772], [1.5010, 2.3352, -1.6466], [1.5609, 3.3028, -1.8135], [4.1578, -1.2878, -1.4212], [4.4330, -0.5981, -0.0719], [4.8082, -0.7614, -0.9431], [-2.8904, 1.2953, 2.6164], [-4.3620, 1.0205, 2.2299], [-3.6394, 0.7018, 2.7766]], "nbo_charge": [-0.53, 0.02, -0.64, -0.44, 0.22, 0.17, 0.18, 0.41, 0.19, 0.20, 0.21, 0.51, 0.47, -0.99, 0.50, 0.48, -0.97, 0.48, 0.50, -1.00, 0.47, 0.52, -0.99, 0.52, 0.49, -1.01, 0.51, 0.49, -1.02, 0.47, 0.47, -0.94, 0.51, 0.48, -0.99, 0.50, 0.46, -0.96, 0.50, 0.52, -1.02, 0.52, 0.50, -1.01, 0.47, 0.50, -0.96, 0.48, 0.48, -0.95, 0.49, 0.48, -0.97], "spin_multiplicity": 1}

---

[2]
{"formula": "C5H10O", "method": "ωB97M-V/def2-TZVPD", "symbols": ["C", "C", "C", "O", "C", "C", "H", "H", "H", "H", "H", "H", "H", "H", "H", "H"], "xyz": [[-1.5618, -1.2215, -0.7660], [-0.6179, 0.0508, -0.9353], [-0.1172, -0.1350, 1.1208], [0.4386, -1.1994, 1.3182], [0.4619, 0.8847, 0.2788], [2.0040, 0.9112, 0.5177], [-1.9704, -1.4712, -1.7616], [-1.0581, -2.1197, -0.3971], [-2.4462, -1.0689, -0.1293], [-1.2981, 0.8621, -1.1883], [0.0464, -0.1890, -1.7557], [-1.1382, 0.1110, 1.4493], [0.0527, 1.9012, 0.3254], [2.5389, 0.1354, -0.0212], [2.4988, 1.8818, 0.3612], [2.1665, 0.6666, 1.5830]], "nbo_charge": [-0.62, -0.38, 0.39, -0.61, -0.26, -0.63, 0.22, 0.24, 0.21, 0.21, 0.22, 0.12, 0.21, 0.23, 0.21, 0.23], "smiles": "CC[C@H](C)C=O", "spin_multiplicity": 1}

---

[3]
{"formula": "C2H4N6", "method": "ωB97M-V/def2-TZVPD", "symbols": ["C", "C", "H", "H", "H", "H", "N", "N", "N", "N", "N", "N"], "xyz": [[-2.7360, -0.1857, -0.1710], [0.4452, -0.6025, 0.0402], [-3.0055, -1.2694, -0.4202], [-3.5791, 0.6511, -0.4376], [3.0443, 1.2816, -0.0527], [0.4976, 1.5670, 0.0247], [-1.5650, 0.2573, 0.5105], [-0.8692, -0.8696, 0.3473], [1.6726, -1.3394, 0.0628], [2.6618, -0.6954, -0.0071], [2.3852, 0.5619, 0.2864], [1.0481, 0.6430, -0.1834]], "nbo_charge": [-0.12, 0.45, 0.21, 0.18, 0.39, 0.43, -0.26, -0.36, -0.21, 0.05, -0.26, -0.48], "smiles": "C=N/N=c1/nn[nH][nH]1", "spin_multiplicity": 1}

---

Number 1: E -33833.70926 eV, HOMO-LUMO gap 8.37 eV. Number 2: E -7392.28529 eV, HOMO-LUMO gap 10.25 eV. Number 3: E -11072.63029 eV, HOMO-LUMO gap 8.11 eV.